Below is the molecule C2H4N2O2 in a non-equilibrium geometry, with properties calculated with ωB97M-V with the def2-TZVPD basis set.

## Properties
HOMO-LUMO gap (spin up / spin down) ... 9.08 / 9.08 eV
Energy above the lowest of the compared OMol25 structures with the same formula, charge and spin ... 701.2 kJ/mol
Maximum force ... 5.536 eV/A
HOMO (spin up / spin down) ... -9.880 / -9.881 eV

CARTESIAN COORDINATES (ANGSTROEM)
C: -0.1857 0.8402 -2.0064
N: -0.4189 0.6162 -0.8059
O: -0.6325 -0.7000 -0.2693
C: -0.1982 -0.5854 1.3223
N: 1.1049 -1.1874 1.3993
O: 1.8969 -0.4868 2.0021
H: -0.1787 1.8678 -2.1779
H: -0.1734 0.0797 -2.7999
H: -0.1495 0.5579 1.5536
H: -1.0650 -1.0022 1.7821

Atoms 1-6, force components in eV/Å:
-0.690 -2.610 -0.879
-0.205 -0.339 3.334
1.606 1.329 1.750
-1.501 3.727 -3.809
1.331 0.096 0.818
-1.065 -0.864 -0.695

---

Below is C55H64N2O4P3PbSSe as an isolated structure, with properties calculated with ωB97M-V with the def2-TZVPD basis set.

## Properties
Charge ... +1
HOMO-LUMO gap ... 7.52 eV
Energy above the lowest of the compared OMol25 structures with the same formula, charge and spin ... 0.0 kJ/mol
Maximum force ... 0.331 eV/A
HOMO ... -9.360 eV

CARTESIAN COORDINATES (ANGSTROEM)
Pb: -0.3659 -0.5099 0.4281
C: 0.5368 7.0059 -3.5417
S: 2.0765 7.0071 -2.6002
C: 1.4641 6.9599 -0.8943
C: 1.4494 5.5777 -0.2500
C: 0.4923 4.6270 -0.9487
N: 0.3863 3.2830 -0.3527
P: -0.9122 2.8128 0.6428
C: -1.0458 4.1334 1.8925
C: -0.4425 3.8973 3.1282
C: -0.4146 4.8872 4.1014
C: -1.0027 6.1187 3.8503
C: -1.6288 6.3563 2.6324
C: -1.6531 5.3684 1.6595
C: -2.4042 3.0729 -0.3735
C: -3.6500 3.1347 0.2593
C: -4.8204 3.1500 -0.4860
C: -4.7622 3.1018 -1.8744
C: -3.5300 3.0432 -2.5096
C: -2.3570 3.0223 -1.7638
P: 1.5051 2.0181 -0.6451
C: 2.1699 2.4860 -2.2734
C: 1.3687 2.1923 -3.3815
C: 1.7688 2.5627 -4.6565
C: 2.9779 3.2242 -4.8379
C: 3.7765 3.5224 -3.7442
C: 3.3732 3.1608 -2.4650
C: 2.8990 2.2797 0.5055
C: 2.7944 3.1247 1.6110
C: 3.8016 3.1628 2.5692
C: 4.9218 2.3540 2.4348
C: 5.0284 1.5022 1.3428
C: 4.0207 1.4573 0.3904
H: 0.8142 7.1137 -4.5895
H: -0.0873 7.8546 -3.2619
H: -0.0280 6.0813 -3.4289
H: 0.4719 7.4200 -0.8738
H: 2.1223 7.6146 -0.3240
H: 1.1682 5.6811 0.8032
H: 2.4605 5.1615 -0.2765
H: 0.8078 4.5120 -1.9879
H: -0.5107 5.0609 -0.9710
H: 0.0052 2.9286 3.3282
H: 0.0568 4.6936 5.0571
H: -0.9848 6.8916 4.6083
H: -2.1005 7.3126 2.4426
H: -2.1520 5.5568 0.7162
H: -3.7047 3.1886 1.3426
H: -5.7786 3.2148 0.0155
H: -5.6749 3.1189 -2.4573
H: -3.4788 3.0148 -3.5917
H: -1.3983 2.9610 -2.2656
H: 0.4235 1.6792 -3.2342
H: 1.1397 2.3369 -5.5092
H: 3.2930 3.5117 -5.8328
H: 4.7112 4.0514 -3.8831
H: 3.9939 3.4151 -1.6161
H: 1.9228 3.7561 1.7283
H: 3.7074 3.8273 3.4196
H: 5.7056 2.3830 3.1806
H: 5.8942 0.8598 1.2368
H: 4.1046 0.7635 -0.4392
N: -3.2216 -0.4868 0.7877
C: -4.0803 -1.3636 0.0447
C: -5.3798 -0.9873 -0.2826
C: -6.2049 -1.8499 -0.9849
C: -5.7455 -3.1088 -1.3526
C: -4.4511 -3.4848 -1.0365
C: -3.5989 -2.6139 -0.3525
P: -1.8564 -3.0305 -0.0354
C: -1.8421 -3.7902 1.6169
C: -0.6517 -4.3481 2.0944
C: -0.5777 -4.8128 3.4006
C: -1.6768 -4.7082 4.2467
C: -2.8583 -4.1506 3.7791
C: -2.9433 -3.6960 2.4681
C: -1.4643 -4.3569 -1.2047
C: -1.6232 -5.7074 -0.8953
C: -1.3234 -6.6766 -1.8413
C: -0.8729 -6.3042 -3.1017
C: -0.7102 -4.9624 -3.4150
C: -0.9927 -3.9925 -2.4646
H: -3.1908 -0.7263 1.7763
H: -3.5342 0.4758 0.7110
H: -5.7399 -0.0126 0.0276
H: -7.2138 -1.5447 -1.2340
H: -6.3907 -3.7894 -1.8928
H: -4.0845 -4.4542 -1.3478
H: 0.2221 -4.4212 1.4536
H: 0.3483 -5.2526 3.7507
H: -1.6136 -5.0657 5.2672
H: -3.7199 -4.0750 4.4306
H: -3.8778 -3.2803 2.1078
H: -1.9790 -6.0008 0.0850
H: -1.4457 -7.7239 -1.5963
H: -0.6390 -7.0633 -3.8373
H: -0.3444 -4.6691 -4.3910
H: -0.8300 -2.9457 -2.7040
O: 1.4305 0.3190 2.7612
H: 1.9404 -0.3486 2.2612
H: 1.9139 1.1449 2.6099
O: 1.3576 -1.1106 -2.9983
H: 2.0010 -0.5857 -3.4885
H: 1.8060 -1.3767 -2.1676
O: -1.0132 -0.9594 3.0148
H: -0.9300 -1.8683 3.3332
H: -0.2251 -0.4781 3.3271
C: 3.1364 -7.7632 1.7107
C: 2.8873 -6.3246 1.3471
C: 2.6857 -5.9382 0.0306
C: 2.4821 -4.6071 -0.3294
C: 2.2944 -4.2673 -1.7806
C: 2.4735 -3.6297 0.6739
Se: 2.2339 -1.7729 0.2309
C: 2.6619 -3.9949 2.0155
C: 2.6131 -2.9883 3.1317
C: 2.8716 -5.3345 2.3234
H: 2.8376 -8.4317 0.9040
H: 2.5856 -8.0458 2.6090
H: 4.1958 -7.9369 1.9106
H: 2.6876 -6.6919 -0.7507
H: 2.1184 -5.1674 -2.3691
H: 3.1765 -3.7621 -2.1849
H: 1.4470 -3.5998 -1.9226
H: 3.3641 -2.2058 3.0031
H: 2.7796 -3.4720 4.0945
H: 1.6364 -2.4926 3.1673
H: 3.0256 -5.6120 3.3634
O: -1.0175 -0.0006 -2.0824
H: -1.8249 -0.3594 -2.4662
H: -0.2514 -0.4197 -2.5465

Atoms 1-6, force components in eV/Å:
0.045 0.076 0.014
-0.032 0.023 -0.015
0.003 -0.041 -0.048
-0.040 0.047 0.061
0.024 -0.049 0.026
-0.036 -0.010 -0.076

---

Below is a 2-piece molecular cluster, C3H10NO overall in a non-equilibrium geometry, with properties calculated with ωB97M-V with the def2-TZVPD basis set.

## Properties
Charge ... +1
HOMO-LUMO gap ... 9.71 eV
Energy above the lowest of the compared OMol25 structures with the same formula, charge and spin ... 118.6 kJ/mol
Maximum force ... 1.999 eV/A
HOMO ... -13.297 eV

CARTESIAN COORDINATES (ANGSTROEM)
C: -0.3203 0.0551 -2.0546
N: -0.4011 -1.1374 -1.0826
H: 0.5120 0.6870 -1.7772
H: -1.3031 0.5138 -2.0689
H: -0.1793 -0.4168 -3.0213
H: 0.5426 -1.5097 -1.1016
H: -0.7521 -0.8376 -0.1573
H: -1.1835 -1.7334 -1.3599
C: 1.1774 1.1312 1.8697
C: 0.3678 0.0716 1.8054
O: -0.9767 0.1021 1.5003
H: 0.8479 2.1542 1.9355
H: 2.2319 0.9062 1.9067
H: 0.7817 -0.9295 1.8087
H: -1.3452 0.9432 1.7972

Atoms 1-6, force components in eV/Å:
-0.796 -1.254 0.063
-0.963 1.697 -0.437
-0.131 0.174 0.118
0.200 0.444 0.184
0.282 0.249 -0.175
-0.333 -0.929 0.543

---

Below is C3H3CuO2 as an isolated structure in a non-equilibrium geometry, with properties calculated with ωB97M-V with the def2-TZVPD basis set.

## Properties
HOMO-LUMO gap ... 5.87 eV
Energy above the lowest of the compared OMol25 structures with the same formula, charge and spin ... 488.0 kJ/mol
Maximum force ... 1.665 eV/A
HOMO ... -7.278 eV

CARTESIAN COORDINATES (ANGSTROEM)
O: -0.7412 0.9512 0.1593
C: 0.1150 -1.4614 -0.1581
C: -2.0013 0.2524 -0.0496
C: -0.7740 -0.4825 -0.0493
H: 2.0138 -1.6948 0.1522
H: -2.4973 0.5146 -0.9900
H: -2.6522 0.2573 0.8310
O: 1.4355 -0.9389 0.0109
Cu: 1.3643 1.2171 0.0475

Atoms 1-6, force components in eV/Å:
0.935 1.350 0.279
-1.067 -0.016 0.092
-0.282 -0.399 -0.220
0.066 -1.143 -0.221
-0.050 0.337 -0.127
0.160 -0.065 0.260

---

Below is the molecule C19H25ClN2O3, with properties calculated with ωB97M-V with the def2-TZVPD basis set.

## Properties
HOMO-LUMO gap ... 8.72 eV
Energy above the lowest of the compared OMol25 structures with the same formula, charge and spin ... 238.1 kJ/mol
Maximum force ... 0.859 eV/A
HOMO ... -8.552 eV

CARTESIAN COORDINATES (ANGSTROEM)
C: 5.0934 -1.0275 1.5579
C: 3.8038 -1.7783 1.4926
C: 3.8369 -3.1663 1.5307
C: 2.6688 -3.9068 1.4921
Cl: 2.7485 -5.6289 1.5528
C: 1.4368 -3.2765 1.4085
C: 1.3929 -1.8991 1.3460
C: 2.5596 -1.1297 1.3852
C: 2.4857 0.3501 1.3333
O: 3.3227 1.0738 1.8272
C: 1.2773 0.9470 0.6261
C: 1.6582 2.2094 -0.1536
C: 0.4107 2.8408 -0.7659
C: -0.6576 3.0964 0.3042
N: -0.9387 1.8783 1.0279
C: -2.0331 1.0846 0.9336
O: -2.0481 -0.0201 1.4513
C: -3.2517 1.6328 0.2126
C: -3.1818 1.4893 -1.3130
N: -3.5193 0.1435 -1.7142
C: -2.4797 -0.8566 -1.5302
C: -2.8756 -1.9579 -2.5169
C: -3.7545 -1.1965 -3.5324
O: -3.7185 0.1583 -3.1533
C: 0.2355 1.3479 1.6850
H: 5.9363 -1.7013 1.4267
H: 5.1832 -0.5332 2.5239
H: 5.1342 -0.2479 0.8006
H: 4.7857 -3.6760 1.6003
H: 0.5270 -3.8547 1.3914
H: 0.4235 -1.4292 1.2977
H: 0.8331 0.2174 -0.0553
H: 2.3727 1.9594 -0.9405
H: 2.1435 2.9108 0.5277
H: 0.6652 3.7834 -1.2522
H: 0.0057 2.1685 -1.5263
H: -1.5614 3.4937 -0.1537
H: -0.2793 3.8353 1.0208
H: -3.4046 2.6790 0.4776
H: -4.1098 1.0562 0.5609
H: -3.9365 2.1345 -1.7698
H: -2.1938 1.7916 -1.6983
H: -2.4872 -1.1889 -0.4941
H: -1.4824 -0.4536 -1.7783
H: -2.0037 -2.4090 -2.9860
H: -3.4520 -2.7372 -2.0234
H: -3.3751 -1.2481 -4.5549
H: -4.7860 -1.5694 -3.5108
H: -0.0727 0.4951 2.2909
H: 0.6622 2.1156 2.3375

Atoms 1-6, force components in eV/Å:
0.161 0.081 0.081
-0.230 0.003 -0.027
-0.069 -0.058 0.004
-0.097 0.360 -0.009
0.007 -0.198 0.004
0.051 -0.171 0.019

---

Below is a 2-piece molecular cluster, C5H8F4N2O3 overall in a non-equilibrium geometry, with properties calculated with ωB97M-V with the def2-TZVPD basis set.

## Properties
HOMO-LUMO gap (spin up / spin down) ... 5.95 / 5.96 eV
Energy above the lowest of the compared OMol25 structures with the same formula, charge and spin ... 339.2 kJ/mol
Maximum force ... 4.401 eV/A
HOMO (spin up / spin down) ... -8.746 / -8.752 eV

CARTESIAN COORDINATES (ANGSTROEM)
C: -2.0030 -0.8922 -1.1494
C: -1.7656 0.9578 0.7467
C: -1.1453 0.2156 -0.4537
C: 1.3578 -0.2801 0.2254
C: 2.0522 0.9451 -0.1955
N: 0.0834 -0.4925 0.0607
N: 2.1616 -1.3227 0.9867
O: 1.4796 -2.2281 1.3686
O: 3.3422 -1.1850 1.1083
O: -1.0596 2.0783 1.0652
F: 1.1296 -1.4691 -2.2845
F: 2.3960 1.8715 0.7602
F: 1.2455 1.6367 -1.0453
F: 3.1625 0.6484 -0.7955
H: -2.9222 -0.5236 -0.8977
H: -1.8790 -1.8138 -0.5520
H: -1.6839 -1.0038 -2.1990
H: -2.8215 1.3971 0.3101
H: -1.7835 0.2090 1.6609
H: -0.7328 0.9001 -1.0985
H: -0.0094 -1.5083 0.4537
H: -0.6045 1.8597 1.9248

Atoms 1-6, force components in eV/Å:
3.117 0.281 1.097
-2.866 -1.357 -0.735
0.679 -2.474 0.962
-2.746 0.032 -0.404
0.659 3.364 -1.287
2.945 -2.578 2.013